# 1
A cluster of 9 separate species, C12H40N9O11 in total at a distorted geometry. Source: the OMol25 dataset; level of theory: the ωB97M-V functional and the def2-TZVPD basis.

Geometry as ORCA input:
```
! RIJCOSX wB97M-V def2-TZVPD def2/J DEFGRID3
* xyz -1 1
N 0.087 -0.450 0.284
O 0.628 0.536 0.809
O -0.865 -1.064 0.775
O 0.506 -0.816 -0.844
C 0.222 -2.224 3.981
O -1.078 -2.503 3.502
H 0.370 -1.179 4.256
H 0.311 -2.934 4.806
H 0.978 -2.518 3.246
H -1.056 -2.236 2.575
C -3.734 -1.763 1.921
O -3.329 -2.303 0.639
H -4.705 -1.317 1.705
H -3.745 -2.593 2.627
H -3.082 -0.999 2.345
H -2.438 -1.963 0.507
C -0.516 1.935 3.889
O -0.806 2.255 5.025
N 0.673 1.359 3.609
N -1.293 2.085 2.787
H 1.357 1.326 4.343
H 0.856 0.981 2.689
H -0.986 1.682 1.920
H -2.107 2.665 2.887
C 3.293 -1.597 -2.671
O 4.048 -1.954 -3.564
N 2.998 -2.506 -1.709
N 2.671 -0.409 -2.685
H 3.619 -3.278 -1.559
H 2.257 -2.272 -1.067
H 2.603 0.293 -3.396
H 2.043 -0.332 -1.886
C -0.945 -3.041 -3.378
O -1.230 -3.695 -4.371
N -0.153 -1.975 -3.362
N -1.476 -3.322 -2.164
H -0.074 -1.497 -2.477
H 0.240 -1.668 -4.233
H -1.078 -2.894 -1.345
H -2.315 -3.870 -2.108
C 0.234 3.322 -1.600
O -0.028 4.407 -2.097
N 0.954 3.164 -0.480
N -0.338 2.188 -2.017
H 1.526 3.938 -0.188
H 0.768 2.378 0.124
H -0.883 2.350 -2.849
H 0.086 1.312 -1.759
C -3.690 0.614 -2.473
C -4.498 0.533 -1.184
C -3.783 1.076 0.055
O -5.698 1.254 -1.314
H -3.737 1.624 -2.886
H -4.361 0.029 -3.111
H -2.708 0.152 -2.540
H -4.839 -0.473 -0.932
H -4.371 1.383 0.921
H -3.392 2.082 -0.143
H -2.961 0.390 0.263
H -5.565 2.031 -1.864
C 4.784 0.131 -0.226
C 4.260 1.383 0.488
C 4.289 1.217 1.991
O 5.159 2.406 0.078
H 4.953 0.292 -1.291
H 4.198 -0.787 -0.169
H 5.760 -0.060 0.226
H 3.257 1.630 0.136
H 5.269 1.382 2.446
H 4.066 0.209 2.352
H 3.587 1.830 2.556
H 4.952 2.668 -0.823
*
```

Calculated values
Kohn-Sham gap, eV: 9.732
LUMO energy, Eh: 0.08558
Calculated total energy, eV: -49028.7322
Highest occupied orbital energy, eV: -7.4

***

# 2
A structure of composition C2H4N2O3S at a distorted geometry. Source: the OMol25 dataset; level of theory: the ωB97M-V functional and the def2-TZVPD basis.

Geometry as ORCA input:
```
! RIJCOSX wB97M-V def2-TZVPD def2/J DEFGRID3
* xyz 0 1
C -0.075 -0.174 -0.216
C 0.101 1.018 -1.072
H -0.553 -2.826 0.524
H -1.447 -0.497 -1.496
H 1.558 0.170 2.384
H 0.113 1.992 1.221
N -1.218 -0.940 -0.461
N 0.553 -0.432 0.841
O -0.535 -2.324 -0.677
O 1.521 0.418 1.250
O -0.086 0.995 -2.237
S 0.069 2.599 -0.060
*
```

Calculated values
Kohn-Sham gap, eV: 9.381
LUMO energy, Eh: -0.01049
ΔE to the lowest compared entry with this formula, charge and spin, eV: 7.261
Calculated total energy, eV: -22089.5788
Highest occupied orbital energy, eV: -9.7

***

# 3
A structure of composition C39H51As2N3O9PtSb2 at a distorted geometry. Source: the OMol25 dataset; level of theory: the ωB97M-V functional and the def2-TZVPD basis.

Geometry as ORCA input:
```
! RIJCOSX wB97M-V def2-TZVPD def2/J DEFGRID3
* xyz 2 3
Pt -0.446 0.235 -1.778
C -4.234 -1.008 2.291
Sb -2.759 -0.410 0.835
C -2.540 1.639 1.450
C -4.110 0.176 -0.929
C -4.626 -0.918 -1.785
C -5.425 -1.888 -1.163
C -5.963 -2.955 -1.854
C -5.694 -3.090 -3.209
C -4.934 -2.129 -3.849
C -4.409 -1.024 -3.175
C -3.714 0.019 -4.001
Sb -1.563 -0.242 -4.031
C -0.912 0.889 -5.716
C -1.388 -2.218 -4.792
H -4.526 -2.040 2.113
H -5.101 -0.353 2.214
H -3.775 -0.921 3.272
H -3.463 2.172 1.228
H -1.714 2.093 0.907
H -2.342 1.675 2.520
H -3.549 0.950 -1.446
H -4.902 0.616 -0.318
H -5.637 -1.776 -0.105
H -6.601 -3.668 -1.350
H -6.091 -3.926 -3.768
H -4.766 -2.212 -4.917
H -3.942 1.037 -3.684
H -3.995 -0.079 -5.049
H -1.477 0.566 -6.588
H 0.147 0.690 -5.872
H -1.063 1.954 -5.556
H -1.639 -2.187 -5.850
H -2.071 -2.879 -4.264
H -0.361 -2.556 -4.668
C 2.971 4.833 5.188
C 3.240 4.582 3.730
C 2.434 5.151 2.751
C 2.643 4.911 1.400
C 3.694 4.090 0.991
N 4.039 3.781 -0.355
C 3.542 4.134 -1.565
O 4.077 3.882 -2.614
N 2.289 4.850 -1.529
C 1.099 4.226 -1.769
C -0.043 4.978 -2.078
C -1.222 4.328 -2.356
C -1.265 2.945 -2.329
N -0.201 2.211 -1.977
C 0.955 2.832 -1.685
C 4.517 3.534 1.966
C 4.288 3.772 3.309
H 2.819 5.896 5.377
H 3.797 4.487 5.808
H 2.067 4.311 5.512
H 1.620 5.804 3.044
H 1.999 5.395 0.689
H 4.912 3.278 -0.443
H 2.354 5.807 -1.842
H 0.015 6.059 -2.108
H -2.110 4.883 -2.621
H -2.164 2.419 -2.610
H 1.796 2.203 -1.429
H 5.350 2.909 1.666
H 4.947 3.329 4.045
C 2.935 -3.998 -2.625
O 2.686 -3.402 -1.343
C 2.197 -2.161 -1.349
O 1.922 -1.579 -2.383
C 2.191 -1.553 -0.012
C 2.627 -2.220 1.124
As 1.565 -3.808 1.638
C 2.080 -4.214 3.477
C 0.072 -2.553 1.804
C -0.238 -1.808 0.622
As 0.831 -0.184 0.250
C 1.012 0.734 1.941
C -0.694 -2.424 -0.576
O -0.998 -1.794 -1.625
O -0.952 -3.718 -0.512
C -1.605 -4.319 -1.644
C -0.646 -2.176 3.006
O -1.521 -1.306 3.020
O -0.311 -2.832 4.105
C -1.029 -2.487 5.302
C 3.556 -1.536 2.037
O 3.800 -0.350 1.958
O 4.158 -2.355 2.893
C 5.230 -1.778 3.658
H 3.524 -4.888 -2.433
H 3.482 -3.308 -3.264
H 1.995 -4.265 -3.108
H 3.016 -4.769 3.454
H 1.305 -4.849 3.901
H 2.199 -3.330 4.094
H 1.977 0.511 2.386
H 0.185 0.446 2.586
H 0.976 1.804 1.749
H -1.688 -5.375 -1.413
H -1.014 -4.175 -2.547
H -2.593 -3.877 -1.785
H -0.629 -3.122 6.085
H -2.094 -2.669 5.171
H -0.875 -1.437 5.548
H 5.603 -2.560 4.309
H 4.871 -0.931 4.239
H 6.016 -1.437 2.986
*
```

Calculated values
Kohn-Sham gap (spin up / spin down), eV: 6.323 / 5.489
LUMO energy (spin up / spin down), Eh: -0.21543 / -0.25373
<S²>: 2.219
ΔE to the lowest compared entry with this formula, charge and spin, eV: 1.548
Calculated total energy, eV: -202150.1388
Highest occupied orbital energy (spin up / spin down), eV: -12.2 / -12.4

***

# 4
The molecule C5H8ClFS at a distorted geometry. Source: the OMol25 dataset; level of theory: the ωB97M-V functional and the def2-TZVPD basis.

Geometry as ORCA input:
```
! RIJCOSX wB97M-V def2-TZVPD def2/J DEFGRID3
* xyz 0 1
C 0.289 -1.881 0.525
C -0.244 -0.693 -0.255
C 0.234 -0.581 -1.677
C 1.396 0.308 -1.188
C 0.509 0.605 -0.016
H -0.001 -1.896 1.599
H 1.323 -1.772 0.454
H -0.012 -2.798 -0.006
H -2.336 -0.251 1.011
H 0.533 -1.469 -2.242
H -0.512 -0.012 -2.155
H 2.295 -0.279 -0.977
H 1.710 1.213 -1.681
F -0.258 1.710 -0.382
S -2.083 -0.733 -0.237
Cl 1.150 1.004 1.582
*
```

Calculated values
Kohn-Sham gap, eV: 10.049
LUMO energy, Eh: 0.02929
ΔE to the lowest compared entry with this formula, charge and spin, eV: 0.699
Calculated total energy, eV: -31389.1614
Highest occupied orbital energy, eV: -9.3
SMILES string: C[C@]1(S)CC[C@]1(F)Cl